The following is a quantum chemistry calculation of an isolated molecule of C5H11N at a distorted geometry, from OMol25.

Positions of all 17 atoms, in Å:
C (-0.8935, -1.5969, 1.7975)
C (-0.5528, -0.3190, 1.0441)
C (0.1112, -0.6269, -0.2930)
N (0.5068, 0.5072, -1.0377)
C (1.4963, 1.4502, -0.9801)
C (-0.0301, 1.4566, -1.8559)
H (-1.5819, -2.2198, 1.2149)
H (-1.3723, -1.3843, 2.7571)
H (0.0098, -2.1882, 1.9887)
H (-1.4572, 0.2780, 0.8757)
H (0.1259, 0.3098, 1.6325)
H (-0.5535, -1.2132, -0.9363)
H (1.0312, -1.2048, -0.1361)
H (1.4911, 2.3313, -0.3458)
H (2.5214, 1.0715, -1.2052)
H (-1.0442, 1.8499, -1.6025)
H (0.1920, 1.4985, -2.9180)

The value obtained for the energy above the lowest of the compared OMol25 structures with the same formula, charge and spin is 71.1 kcal per mole. As for the LUMO energy: 1.1 eV. The structure (SMILES) is CCCN1CC1. The value obtained for the largest force on an atom is 0.0209 Eh/bohr. The value obtained for the HOMO-LUMO gap is 9.4 eV. The HOMO energy comes out at -8.3 eV.